Entry 1:
The following is a quantum chemistry calculation of C19H55Ag2N8O7 as an isolated structure in a non-equilibrium geometry, from the Open Molecules 2025 dataset.

energy relative to the best compared isomer or geometry (same formula, charge and spin)	4.9	kcal/mol

ORCA input file:
```
! wB97M-V def2-TZVPD RIJCOSX def2/J DEFGRID3
* xyz 1 1
Ag 11.5597 -16.6560 -18.6706
Ag 13.1849 -17.5757 -14.4452
C 11.1608 -18.7884 -16.5548
O 12.2331 -17.8801 -16.5531
H 10.3912 -18.5221 -17.2976
H 11.4491 -19.8228 -16.7981
H 10.6402 -18.8071 -15.5865
C 5.7270 -19.4030 -10.4921
C 5.4732 -19.4081 -12.0014
C 6.7438 -19.9210 -12.6757
O 6.5093 -19.9894 -14.0936
C 7.4280 -19.3033 -14.8717
N 4.3521 -20.3487 -12.2630
H 5.6760 -20.4244 -10.1099
H 4.9233 -18.8770 -9.9736
H 6.6641 -18.9266 -10.2023
H 5.1982 -18.4034 -12.3165
H 7.0835 -20.8939 -12.3216
H 7.4739 -19.1144 -12.5291
H 7.6424 -18.2836 -14.5167
H 7.1013 -19.2359 -15.9094
H 8.4104 -19.8034 -14.9108
H 4.4703 -20.6054 -13.2471
H 4.6229 -21.2474 -11.8576
C 14.1412 -21.4692 -14.2385
C 12.9894 -20.6692 -13.6667
C 12.2025 -21.4276 -12.6202
O 11.2545 -20.6675 -11.8949
C 10.3454 -19.9321 -12.7070
N 13.4870 -19.4073 -13.0275
H 13.7922 -22.4665 -14.5215
H 14.9597 -21.5983 -13.5290
H 14.5196 -21.0422 -15.1685
H 12.3637 -20.3829 -14.5146
H 12.8811 -21.7961 -11.8454
H 11.7167 -22.3054 -13.0583
H 10.8232 -19.2549 -13.4225
H 9.7255 -19.3294 -12.0504
H 9.7488 -20.6857 -13.2271
H 13.0571 -19.3597 -12.1046
H 14.4882 -19.4365 -12.8642
C 9.4212 -12.9872 -17.1179
C 9.4834 -14.4951 -17.2913
C 9.0649 -14.9032 -18.6968
O 9.0308 -16.3037 -18.8935
C 8.0660 -17.0048 -18.1425
N 10.8658 -14.9922 -17.0682
H 10.1047 -12.5195 -17.8388
H 9.8123 -12.7484 -16.1259
H 8.4762 -12.4728 -17.2707
H 8.8012 -14.9465 -16.5652
H 9.8131 -14.5255 -19.4012
H 8.1485 -14.3820 -19.0007
H 7.3497 -16.3500 -17.6391
H 8.4833 -17.6693 -17.3830
H 7.4619 -17.6418 -18.7936
H 11.3900 -14.1838 -16.7488
H 10.9443 -15.6816 -16.3242
C 9.7419 -27.0739 -17.5692
C 9.1406 -25.9693 -16.7015
C 10.0176 -24.7327 -16.7886
O 9.6441 -23.7318 -15.8602
C 10.6355 -22.7629 -15.5914
N 7.7222 -25.8274 -16.9583
H 10.4670 -26.6943 -18.2967
H 9.0277 -27.6792 -18.1208
H 10.3248 -27.7474 -16.9370
H 9.2220 -26.2595 -15.6475
H 10.0130 -24.2961 -17.7957
H 11.0290 -25.0802 -16.5183
H 10.1632 -22.1690 -14.8101
H 10.9581 -22.2310 -16.4877
H 11.4620 -23.2948 -15.0931
H 7.3420 -25.0401 -16.4433
H 7.4182 -25.7055 -17.9155
C 12.5517 -23.4635 -19.0316
O 12.5149 -24.4670 -19.7096
N 13.6169 -23.1650 -18.2208
N 11.6017 -22.4620 -19.1189
H 14.2590 -23.8880 -17.9569
H 13.6686 -22.2788 -17.7536
H 10.9673 -22.4853 -19.8970
H 11.8726 -21.5532 -18.7840
C 14.4601 -14.6354 -17.5312
O 14.2582 -14.8766 -18.7083
N 13.7710 -15.3342 -16.5688
N 15.2658 -13.6222 -17.0907
H 13.8297 -15.0457 -15.6066
H 13.2328 -16.1572 -16.8020
H 15.9406 -13.2108 -17.7071
H 15.3642 -13.5717 -16.0925
*
```

---

Entry 2:
The following is a quantum chemistry calculation of a 6-piece molecular cluster, C19H55BO24P5 overall in a non-equilibrium geometry, from the Open Molecules 2025 dataset.

ORCA input file:
```
! wB97M-V def2-TZVPD RIJCOSX def2/J DEFGRID3
* xyz -1 1
O -2.0417 6.7209 2.6650
C -2.1166 5.7022 1.6577
C -1.0473 5.9409 0.5977
B 0.4988 5.5391 0.9984
O 0.9608 4.1471 0.6930
C 0.4373 3.4528 1.8229
C 0.7544 4.4684 2.9694
O -0.1786 4.3519 4.0612
O 0.8541 5.7279 2.4245
H -1.9822 6.2762 3.5122
H -2.0277 4.7368 2.1548
H -3.1059 5.7622 1.1816
H -1.0474 7.0187 0.3988
H -1.3221 5.4782 -0.3592
H 1.2505 6.2226 0.2657
H 0.8859 2.4945 2.1031
H -0.6128 3.2959 1.5403
H 1.7554 4.2966 3.3919
H -0.6781 3.5403 3.9456
C -5.0500 -1.0753 -1.3953
O -4.0402 -0.9120 -0.3838
P -2.7702 0.0557 -0.7503
O -2.0223 -0.7260 -1.7636
O -2.1593 -0.0443 0.7354
C -1.9268 -1.3125 1.3355
O -2.3368 1.5821 -0.8978
C -0.9871 1.8257 -1.3327
H -5.9338 -1.4928 -0.9179
H -5.3155 -0.1225 -1.8508
H -4.6952 -1.7629 -2.1628
H -1.5923 -2.0427 0.5969
H -2.8303 -1.6693 1.8316
H -1.1474 -1.1798 2.0835
H -0.9062 1.6904 -2.4086
H -0.2880 1.1748 -0.8126
H -0.7438 2.8599 -1.0915
C 5.8525 0.4300 0.0246
O 4.6769 -0.4027 0.0482
P 3.6906 -0.2752 1.3579
O 4.5372 -0.9612 2.3831
O 2.5835 -1.2636 0.7281
C 2.9683 -2.5064 0.1507
O 2.5326 0.3714 2.3422
C 2.2769 -0.3642 3.5338
H 6.2292 0.4419 -0.9953
H 5.6232 1.4503 0.3244
H 6.6107 0.0125 0.6862
H 3.7958 -2.9569 0.6992
H 3.2424 -2.3685 -0.8957
H 2.1093 -3.1711 0.1944
H 3.0429 -0.1670 4.2791
H 2.2138 -1.4319 3.3296
H 1.3164 -0.0087 3.9085
C 0.5669 -8.0884 -0.8970
O 1.6143 -8.0315 0.0957
P 2.9220 -7.1298 -0.2579
O 3.6169 -7.8964 -1.3181
O 3.5760 -7.3339 1.1983
C 3.7538 -8.6454 1.7248
O 3.4336 -5.6177 -0.3512
C 4.7715 -5.4046 -0.8129
H -0.3310 -8.4718 -0.4193
H 0.3533 -7.0995 -1.2976
H 0.8595 -8.7602 -1.7032
H 4.0192 -9.3531 0.9385
H 2.8485 -8.9754 2.2337
H 4.5623 -8.5972 2.4514
H 4.8171 -5.4906 -1.8957
H 5.4584 -6.1072 -0.3462
H 5.0411 -4.3912 -0.5248
C -4.7677 -9.9489 -1.7386
O -5.0778 -8.5530 -1.9293
P -4.2333 -7.4725 -1.0491
O -4.7348 -7.6637 0.3313
O -4.8919 -6.2088 -1.7933
C -6.3099 -6.0891 -1.8824
O -2.8111 -6.7466 -0.9335
C -2.6024 -5.8576 0.1687
H -5.1937 -10.4994 -2.5733
H -3.6927 -10.1184 -1.7192
H -5.2129 -10.3003 -0.8087
H -6.7942 -6.4632 -0.9800
H -6.6811 -6.6252 -2.7551
H -6.5396 -5.0324 -2.0006
H -2.3847 -6.4190 1.0743
H -3.4675 -5.2160 0.3185
H -1.7397 -5.2455 -0.0876
C 1.4487 9.6553 0.8990
O 0.5515 9.7373 -0.2327
P 1.2039 9.8760 -1.6999
O 1.7674 11.2505 -1.7211
O -0.2183 9.7457 -2.4474
C -1.2985 10.5890 -2.0661
O 1.9585 9.0641 -2.8665
C 2.3723 9.8191 -3.9981
H 0.8849 9.2767 1.7467
H 2.2659 8.9688 0.6928
H 1.8367 10.6467 1.1339
H -0.9450 11.5853 -1.7961
H -1.8450 10.1487 -1.2327
H -1.9697 10.6661 -2.9204
H 3.2850 10.3692 -3.7781
H 1.5884 10.5030 -4.3192
H 2.5714 9.1018 -4.7936
*
```

---

Entry 3:
The following is a quantum chemistry calculation of a 9-piece molecular cluster, C19H56O11 overall in a non-equilibrium geometry, from the Open Molecules 2025 dataset.

SMILES	CC(C)O.OCCO.OCCO.CCO.CCO.CCO.CCO.CCO.CCO
energy relative to the best compared isomer or geometry (same formula, charge and spin)	43.0	kcal/mol

ORCA input file:
```
! wB97M-V def2-TZVPD RIJCOSX def2/J DEFGRID3
* xyz 0 1
C 4.4651 1.8580 -0.8886
C 3.9971 0.5082 -0.2777
C 4.3836 -0.6850 -1.1328
O 4.6842 0.4336 0.9973
H 4.2482 1.8541 -1.9831
H 5.5548 1.9159 -0.8178
H 4.0359 2.8039 -0.4161
H 2.9449 0.5640 -0.0853
H 5.4355 -0.6777 -1.4132
H 3.7403 -0.7178 -2.0288
H 4.2134 -1.5951 -0.5444
H 4.3925 -0.3487 1.4749
O -1.4252 1.0416 -2.9759
C -0.9688 0.2122 -4.0307
C 0.5462 0.1972 -4.1780
O 1.0198 -0.6310 -3.1178
H -1.3074 0.5445 -2.1516
H -1.3535 -0.7989 -3.8629
H -1.4712 0.6412 -4.9350
H 0.9670 1.1905 -4.1668
H 0.7994 -0.3502 -5.0776
H 0.9908 -0.1538 -2.2793
O -1.1541 -1.6404 0.4459
C -1.1204 -0.3503 0.9863
C 0.2902 0.2407 0.7335
O 0.4206 0.8813 -0.5389
H -2.0621 -1.9372 0.5188
H -1.9026 0.3625 0.5796
H -1.3585 -0.2923 2.0939
H 1.1037 -0.5077 0.6312
H 0.5840 0.9221 1.5493
H 0.1157 1.8094 -0.4742
C 2.5020 -2.7151 4.3354
C 3.4749 -1.7764 3.5347
O 3.2125 -1.9113 2.1519
H 2.7282 -2.8240 5.4006
H 2.6256 -3.7126 3.8783
H 1.5208 -2.3064 4.2417
H 4.5050 -2.0063 3.7675
H 3.3101 -0.7517 3.8694
H 2.6807 -2.6663 1.8984
C 0.5713 5.1166 -3.0374
C 0.9026 3.7843 -2.4699
O 1.7002 3.9948 -1.2531
H -0.4152 5.0380 -3.5221
H 1.3057 5.3880 -3.7830
H 0.4780 5.8390 -2.1895
H 1.5330 3.2657 -3.1831
H 0.0672 3.1374 -2.2781
H 2.3105 3.2616 -1.1821
C -4.3613 -0.1608 3.7370
C -4.5235 -1.7013 3.9810
O -5.4534 -2.3018 3.0634
H -5.3465 0.3666 3.6979
H -3.8106 0.0015 2.8025
H -3.7874 0.1995 4.5886
H -4.8390 -1.8915 5.0348
H -3.5474 -2.1676 3.9588
H -6.3521 -1.9154 3.1372
C 1.7979 -3.7679 -0.5742
C 0.6159 -4.7866 -0.6607
O -0.1704 -4.5356 0.4695
H 1.5445 -2.7303 -0.3802
H 2.4132 -3.7304 -1.4808
H 2.4552 -4.1555 0.2356
H 0.9664 -5.8163 -0.5581
H 0.0465 -4.5496 -1.5754
H -0.6523 -3.7191 0.3158
C -1.9735 4.5785 -0.1059
C -0.9430 4.5780 1.0727
O 0.0623 3.6083 1.0498
H -2.5475 3.6432 -0.2287
H -1.4303 4.6516 -1.0684
H -2.7183 5.3670 0.0499
H -1.4134 4.4176 2.0367
H -0.5647 5.5796 1.0912
H 0.6793 3.8935 0.3756
C -3.4684 -1.6751 -1.5972
C -4.4100 -2.3334 -0.5966
O -3.8413 -2.1543 0.7093
H -2.5491 -2.2400 -1.4825
H -3.3189 -0.6692 -1.3656
H -3.9271 -1.7997 -2.6162
H -4.5838 -3.3701 -0.7213
H -5.3963 -1.7929 -0.5966
H -4.4739 -2.3705 1.3875
*
```

---

Entry 4:
The following is a quantum chemistry calculation of a 9-piece molecular cluster, C19H56O9 overall in a non-equilibrium geometry, from the Open Molecules 2025 dataset.

SMILES	CC(C)O.CC(C)O.CC(C)O.CC(C)O.CC(C)O.CC(C)O.CO.O.O
energy relative to the best compared isomer or geometry (same formula, charge and spin)	6.9	kcal/mol

ORCA input file:
```
! wB97M-V def2-TZVPD RIJCOSX def2/J DEFGRID3
* xyz 0 1
C 15.0214 17.0584 -14.7743
C 15.2426 15.5656 -15.0218
C 14.5893 15.0944 -16.2964
O 16.6711 15.3252 -15.1441
H 13.9774 17.2421 -14.5043
H 15.2886 17.5927 -15.6877
H 15.6036 17.4814 -13.9551
H 14.9279 15.0219 -14.1227
H 13.5491 15.4207 -16.3712
H 14.4826 14.0052 -16.3339
H 15.1447 15.3853 -17.1862
H 17.0221 15.5847 -14.2536
C 13.9640 10.3297 -13.2350
C 13.1711 11.3325 -12.4277
C 12.4764 12.4197 -13.2188
O 12.1843 10.6661 -11.6087
H 13.4615 9.9314 -14.1231
H 14.1955 9.4268 -12.6643
H 14.9255 10.7526 -13.5339
H 13.8464 11.7499 -11.6755
H 11.8858 12.9926 -12.5044
H 11.7780 11.9978 -13.9462
H 13.1824 13.0652 -13.7451
H 11.6222 10.1487 -12.1988
C 16.2222 10.1005 -10.0428
C 16.6861 11.2675 -9.1746
C 17.3250 10.7792 -7.8891
O 17.6667 11.9974 -9.9120
H 15.4098 9.5570 -9.5480
H 17.0295 9.3706 -10.1425
H 15.8647 10.3727 -11.0356
H 15.8652 11.9406 -8.9030
H 17.5917 11.6570 -7.2906
H 18.2781 10.2852 -8.0891
H 16.6634 10.1752 -7.2731
H 17.2803 12.2953 -10.7595
C 21.0344 14.0245 -10.6582
C 21.8554 13.1187 -9.7664
C 21.1194 12.7179 -8.4921
O 22.2280 11.9546 -10.5022
H 20.1618 13.5034 -11.0604
H 21.6199 14.4230 -11.4867
H 20.6183 14.8481 -10.0663
H 22.8177 13.5624 -9.5109
H 21.2480 13.4928 -7.7249
H 21.5066 11.7979 -8.0575
H 20.0364 12.6328 -8.6022
H 21.4502 11.4114 -10.7500
C 16.5545 15.1898 -9.3406
C 16.5114 16.6948 -9.2155
C 17.8450 17.3109 -8.8182
O 16.1397 17.2395 -10.5115
H 16.6791 14.7379 -8.3499
H 17.4153 14.8599 -9.9291
H 15.7011 14.7160 -9.8251
H 15.7221 16.9705 -8.5078
H 18.0381 17.1801 -7.7520
H 17.8028 18.3823 -9.0131
H 18.6800 16.8664 -9.3590
H 15.2273 17.5331 -10.5044
C 19.8737 15.8645 -13.5780
C 19.0200 16.4720 -12.4859
C 19.0667 17.9958 -12.4815
O 17.6855 15.9806 -12.6854
H 19.5428 16.2155 -14.5585
H 19.7932 14.7776 -13.5436
H 20.9188 16.1492 -13.4605
H 19.3750 16.0536 -11.5376
H 20.1084 18.3068 -12.5473
H 18.6363 18.3979 -11.5636
H 18.4725 18.3910 -13.3058
H 17.0957 16.2657 -11.9597
C 19.4935 10.6431 -12.3334
O 19.8492 10.4974 -10.9591
H 20.3764 10.6669 -12.9724
H 18.8795 9.7888 -12.6274
H 18.9768 11.5870 -12.5213
H 19.0513 10.7947 -10.4689
O 16.7147 13.3302 -12.1312
H 17.2326 14.1206 -12.3508
H 16.4191 12.9762 -12.9986
O 16.4261 12.6139 -14.7121
H 16.4092 11.9539 -15.4131
H 16.4702 13.4795 -15.1722
*
```

---

Entry 5:
The following is a quantum chemistry calculation of a 11-piece molecular cluster, C19H62N16O11 overall in a non-equilibrium geometry, from the Open Molecules 2025 dataset.

SMILES	COC[C@H](C)N.COC[C@H](C)N.NC(N)=O.NC(N)=O.NC(N)=O.NC(N)=O.NC(N)=O.NC(N)=O.NC(N)=O.CCO.CCO
energy relative to the best compared isomer or geometry (same formula, charge and spin)	196.3	kcal/mol

ORCA input file:
```
! wB97M-V def2-TZVPD RIJCOSX def2/J DEFGRID3
* xyz 0 1
C -2.0954 1.0514 1.3627
O -0.8859 0.8266 0.6537
C -0.3928 -0.4845 0.8681
C 0.9737 -0.7579 0.1706
C 0.8433 -0.5640 -1.2933
N 1.4457 -2.1190 0.3792
H -2.4643 2.0727 1.2679
H -2.1546 0.6657 2.3804
H -2.7992 0.5567 0.6934
H -0.3340 -0.7412 1.9258
H -1.0063 -1.2337 0.3678
H 1.6281 -0.0208 0.6359
H 1.8658 -0.7544 -1.6194
H 0.6850 0.4466 -1.6695
H 0.1278 -1.2689 -1.7169
H 2.2420 -2.2418 -0.2298
H 1.8372 -2.1021 1.3101
C 2.3271 4.5973 -3.7607
O 2.6454 3.6384 -4.8226
C 3.9690 3.1721 -4.7227
C 4.2849 2.3640 -6.0499
C 5.4371 1.4538 -6.0484
N 4.4106 3.4344 -7.1430
H 2.5908 4.0913 -2.8320
H 1.3278 5.0323 -3.7409
H 2.9612 5.4806 -3.6846
H 4.6340 4.0276 -4.6045
H 4.1677 2.6191 -3.8047
H 3.4157 1.7464 -6.2759
H 6.4733 1.7919 -6.0637
H 5.3761 0.9266 -7.0004
H 5.2971 0.6292 -5.3494
H 4.3771 2.9571 -8.0325
H 3.5869 4.0129 -7.0606
N -2.1337 -1.2231 -6.7859
C -1.0030 -0.6836 -7.1151
N -0.5666 0.2404 -6.2528
O -0.3237 -1.1285 -8.0397
H -2.3264 -2.1010 -7.2465
H -2.6427 -0.8550 -5.9950
H 0.3325 0.6961 -6.3164
H -1.2267 0.4667 -5.5226
N -5.3772 2.3957 -3.3833
C -4.1746 2.0688 -3.0289
N -3.5805 2.9933 -2.3750
O -3.4513 1.1467 -3.3605
H -5.7733 3.2023 -2.9222
H -5.8337 1.9002 -4.1358
H -2.6390 2.7999 -2.0647
H -3.8965 3.9434 -2.2424
N 0.2504 5.3426 1.6443
C 1.4888 5.0587 1.6670
N 1.5674 3.7949 1.7092
O 2.4440 5.8134 1.7861
H -0.2839 4.5307 1.9190
H -0.0628 6.2529 1.9497
H 2.4517 3.3641 1.9382
H 0.9559 3.2650 1.1049
N 0.2327 -5.7514 3.9538
C -0.6132 -5.9092 4.8859
N -1.7631 -6.1456 4.4069
O -0.3598 -5.7968 6.0902
H 1.0170 -5.1950 4.2627
H -0.0012 -5.8078 2.9728
H -1.8620 -6.1657 3.4019
H -2.4714 -6.4405 5.0637
N -5.6293 5.7830 4.2587
C -5.3087 5.9600 3.0049
N -6.1919 5.3046 2.3611
O -4.3059 6.5764 2.5991
H -6.5052 5.3686 4.5435
H -4.9539 6.0081 4.9752
H -6.2056 5.3812 1.3541
H -6.9601 4.7528 2.7154
N 6.0584 -3.5969 -3.8277
C 6.5194 -3.7851 -2.6287
N 7.3841 -4.7505 -2.5498
O 6.1784 -3.0830 -1.7033
H 6.3968 -3.9936 -4.6927
H 5.2387 -3.0113 -3.7563
H 7.7122 -5.0641 -1.6475
H 7.6726 -5.2716 -3.3654
N 1.9797 -1.6249 6.7041
C 2.7030 -1.3634 5.6420
N 3.1466 -0.1165 5.6165
O 3.0401 -2.1765 4.7822
H 1.4787 -2.4994 6.7691
H 1.8070 -0.8227 7.2930
H 3.8565 0.2217 4.9828
H 2.9407 0.2794 6.5226
C -2.6891 -0.5890 7.6383
C -4.1466 -0.2689 7.3074
O -4.5397 0.9713 7.9165
H -2.5527 -1.6161 7.9769
H -2.4001 0.0701 8.4569
H -2.0580 -0.3514 6.7820
H -4.8682 -0.9352 7.7800
H -4.2983 -0.4297 6.2401
H -4.0086 1.7120 7.6151
C -3.2154 -6.6618 -0.5024
C -2.2019 -5.5252 -0.4570
O -1.0083 -5.9927 0.0638
H -4.1054 -6.3777 -1.0638
H -3.3440 -7.1210 0.4778
H -2.8196 -7.4599 -1.1305
H -2.5424 -4.6809 0.1424
H -2.0889 -5.2596 -1.5080
H -0.3374 -5.3396 -0.1482
*
```

---

Number 1: lowest unoccupied orbital energy -3.778 eV. Number 2: lowest unoccupied orbital energy 0.800 eV. Number 3: lowest unoccupied orbital energy 0.502 eV. Number 4: lowest unoccupied orbital energy 0.331 eV. Number 5: lowest unoccupied orbital energy -0.249 eV.